The following is a DFT calculation (the ωB97M-V functional and the def2-TZVPD basis) of one molecule with the formula C3H7NS2.

The geometry in XYZ format:
```
13
Properties=species:S:1:pos:R:3:forces:R:3
C -0.216 -0.531 2.939 -0.484 0.889 0.672
C 0.155 0.008 0.273 -1.291 0.673 0.014
C 0.075 0.461 -3.465 0.348 0.224 -1.340
H -0.203 -0.193 4.004 -0.004 -0.023 -0.908
H -1.258 -0.798 2.697 0.679 -0.671 0.212
H 0.565 -1.287 2.853 -0.424 -0.201 -0.273
H -0.852 -0.478 0.108 1.311 0.262 0.118
H 1.005 -0.656 0.211 -0.064 -0.410 0.111
H -0.161 -0.205 -4.324 -0.215 0.067 1.054
H 0.563 1.389 -3.829 -0.178 -0.205 0.557
N -0.137 0.157 -2.256 -0.008 -0.384 -1.096
S 0.122 0.898 1.866 0.378 -0.115 -0.068
S 0.341 1.234 -1.076 -0.048 -0.104 0.947
```
Forces are in eV/Å.

Calculated values
E_LUMO, hartree: 0.0311
Kohn-Sham gap, eV: 9.6
Electronic energy, a.u.: -969.5799
SMILES string: C=NSCSC
Relative energy (zero: lowest compared OMol25 entry of this formula, charge and spin), kJ/mol: 150.76
Strongest force on any atom, eV/A: 1.456
E_HOMO, eV: -8.74

=====

The following is a DFT calculation (the ωB97M-V functional and the def2-TZVPD basis) of an isolated ion of composition C4H11NO and charge +1.

The geometry in XYZ format:
```
17
Properties=species:S:1:pos:R:3:forces:R:3
C -0.150 -1.743 0.184 -2.728 0.476 -1.132
O -0.168 -2.305 1.497 2.049 0.442 -1.287
C 0.214 -0.216 0.264 1.517 -1.396 -2.036
C -0.111 0.739 -0.957 -2.793 0.221 -2.791
C -0.587 2.229 -0.649 4.493 -1.325 3.154
N 1.693 -0.228 0.532 -4.575 0.476 3.222
H 0.423 -2.315 -0.570 0.466 0.107 0.896
H -1.165 -1.781 -0.297 0.609 0.092 0.615
H -1.019 -2.392 1.901 -0.960 0.072 -0.064
H -0.582 0.174 0.880 0.780 0.939 1.743
H 0.580 0.586 -1.817 0.235 0.702 1.032
H -1.036 0.353 -1.484 0.668 -0.538 1.097
H -0.941 2.746 -1.462 -0.882 0.731 -2.189
H 0.421 2.727 -0.375 -1.827 -0.093 -0.125
H -1.286 2.354 0.204 0.424 -0.479 -0.516
H 1.724 -1.205 0.761 1.949 -1.149 -0.543
H 1.990 0.278 1.386 0.576 0.724 -1.076
```
Forces are in eV/Å.

Calculated values
E_LUMO (spin up / spin down), hartree: -0.1164 / -0.3448
Kohn-Sham gap (spin up / spin down), eV: 12.3 / 6.0
Electronic energy, a.u.: -288.5807
Relative energy (zero: lowest compared OMol25 entry of this formula, charge and spin), kJ/mol: 353.22
Strongest force on any atom, eV/A: 5.647
Expectation value of S²: 0.7554
Net charge: +1
E_HOMO (spin up / spin down), eV: -15.42 / -15.36
2S+1: 2